(1)
{
  "formula": "C34H28CsN7O3S",
  "method": "the ωB97M-V functional and the def2-TZVPD basis",
  "symbols": ["Cs", "C", "C", "C", "C", "N", "C", "N", "C", "N", "C", "N", "C", "C", "C", "C", "C", "N", "C", "C", "C", "C", "C", "C", "H", "H", "H", "H", "H", "H", "H", "H", "H", "H", "H", "H", "C", "N", "C", "C", "C", "C", "C", "C", "C", "C", "H", "H", "H", "H", "H", "H", "H", "H", "H", "H", "H", "H", "O", "C", "N", "S", "O", "O", "C", "C", "C", "C", "C", "C", "H", "H", "H", "H"],
  "xyz": [[0.35, 0.37, -0.89], [6.01, -1.46, 1.08], [4.90, -1.37, 1.93], [3.94, -0.42, 1.68], [4.09, 0.44, 0.57], [5.14, 0.34, -0.26], [6.06, -0.58, 0.01], [3.07, 1.31, 0.26], [2.65, 2.19, 1.10], [1.48, 2.86, 0.93], [1.37, 3.81, 1.88], [0.43, 4.67, 2.09], [-0.58, 4.83, 1.15], [-1.92, 4.73, 1.56], [-2.92, 4.97, 0.65], [-2.58, 5.31, -0.66], [-1.24, 5.40, -0.96], [-0.25, 5.18, -0.10], [2.54, 3.76, 2.79], [2.88, 4.54, 3.88], [4.09, 4.28, 4.51], [4.94, 3.29, 4.02], [4.59, 2.52, 2.92], [3.37, 2.76, 2.31], [6.78, -2.20, 1.22], [4.79, -2.05, 2.77], [3.05, -0.35, 2.29], [6.89, -0.63, -0.68], [-2.13, 4.45, 2.59], [-3.96, 4.86, 0.93], [-3.33, 5.46, -1.42], [-0.93, 5.67, -1.97], [2.20, 5.31, 4.21], [4.40, 4.86, 5.37], [5.89, 3.12, 4.51], [5.27, 1.76, 2.55], [-2.59, -2.77, -0.84], [-3.64, -2.75, -1.84], [-4.94, -2.95, -1.23], [-3.60, -1.56, -2.70], [-3.98, -0.24, -2.04], [-5.30, 0.20, -2.21], [-5.74, 1.39, -1.64], [-4.82, 2.13, -0.89], [-3.52, 1.66, -0.74], [-3.01, 0.47, -1.30], [-2.59, -3.74, -0.34], [-2.69, -1.97, -0.10], [-1.63, -2.63, -1.34], [-4.96, -3.92, -0.72], [-5.72, -2.94, -2.00], [-5.20, -2.17, -0.49], [-4.28, -1.76, -3.54], [-2.59, -1.49, -3.09], [-5.99, -0.40, -2.80], [-6.76, 1.74, -1.78], [-5.12, 3.07, -0.44], [-2.85, 2.29, -0.14], [0.90, -2.45, 0.82], [1.00, -2.88, -0.33], [1.38, -2.16, -1.41], [1.32, -3.00, -2.78], [2.62, -3.22, -3.37], [0.31, -2.47, -3.66], [0.77, -4.53, -2.05], [0.49, -5.75, -2.63], [0.10, -6.78, -1.79], [0.00, -6.58, -0.41], [0.28, -5.34, 0.15], [0.67, -4.31, -0.70], [0.57, -5.89, -3.70], [-0.14, -7.75, -2.19], [-0.32, -7.40, 0.22], [0.20, -5.15, 1.21]],
  "homo_energy_ha": -0.042,
  "total_charge": -2,
  "e_above_lowest_kj_mol": 0.0,
  "gap_ev": 5.2
}

(2)
{
  "formula": "C34H28N3NaP2S4Se2Te",
  "method": "the ωB97M-V functional and the def2-TZVPD basis",
  "symbols": ["Na", "S", "S", "S", "S", "Se", "P", "C", "C", "C", "C", "C", "C", "C", "C", "C", "C", "C", "C", "C", "C", "N", "N", "N", "P", "Se", "C", "C", "C", "C", "C", "C", "C", "C", "C", "C", "C", "C", "H", "H", "H", "H", "H", "H", "H", "H", "H", "H", "H", "H", "H", "H", "H", "H", "H", "H", "H", "H", "C", "Te", "C", "C", "C", "C", "C", "C", "C", "H", "H", "H", "H", "H", "H", "H", "H"],
  "xyz": [[-0.37, -3.01, -3.53], [-2.72, -4.23, -2.82], [-1.73, -5.93, -3.52], [-1.44, -5.71, -5.54], [0.22, -4.53, -5.87], [0.40, 3.87, -3.32], [1.62, 2.53, -2.23], [3.33, 2.41, -2.84], [4.17, 1.42, -2.33], [5.48, 1.31, -2.78], [5.95, 2.19, -3.75], [5.11, 3.17, -4.26], [3.80, 3.28, -3.81], [1.79, 3.16, -0.53], [3.02, 3.48, 0.03], [3.10, 4.13, 1.25], [1.94, 4.47, 1.93], [0.70, 4.15, 1.38], [0.63, 3.52, 0.15], [1.10, 0.81, -2.28], [0.68, -0.26, -1.47], [0.47, -1.30, -2.30], [0.78, -0.92, -3.53], [1.16, 0.34, -3.54], [0.41, -0.58, 0.28], [0.03, -2.58, 0.78], [-0.95, 0.51, 0.78], [-1.77, 1.10, -0.19], [-2.87, 1.85, 0.19], [-3.16, 2.03, 1.54], [-2.37, 1.42, 2.50], [-1.28, 0.66, 2.13], [1.96, -0.02, 1.06], [3.12, -0.62, 0.57], [4.35, -0.36, 1.15], [4.43, 0.51, 2.24], [3.28, 1.11, 2.72], [2.05, 0.86, 2.13], [3.79, 0.72, -1.59], [6.12, 0.53, -2.39], [6.96, 2.10, -4.11], [5.47, 3.84, -5.03], [3.13, 4.03, -4.21], [3.94, 3.22, -0.49], [4.06, 4.37, 1.67], [2.00, 4.98, 2.88], [-0.21, 4.42, 1.90], [-0.34, 3.34, -0.30], [-1.54, 0.97, -1.24], [-3.50, 2.30, -0.57], [-4.02, 2.61, 1.83], [-2.62, 1.53, 3.55], [-0.70, 0.13, 2.88], [3.05, -1.32, -0.26], [5.24, -0.83, 0.76], [5.39, 0.71, 2.70], [3.34, 1.80, 3.56], [1.17, 1.36, 2.50], [-3.74, -5.48, 2.11], [-3.10, -5.35, 0.00], [-4.12, -3.48, 0.10], [-4.98, -3.47, 1.33], [-5.96, -2.49, 1.51], [-6.77, -2.49, 2.63], [-6.61, -3.47, 3.60], [-5.64, -4.44, 3.43], [-4.81, -4.45, 2.30], [-2.88, -5.27, 2.75], [-4.10, -6.48, 2.35], [-4.71, -3.37, -0.81], [-3.38, -2.68, 0.12], [-6.09, -1.73, 0.74], [-7.53, -1.72, 2.75], [-7.25, -3.48, 4.48], [-5.51, -5.21, 4.18]],
  "homo_energy_ha": -0.032,
  "total_charge": -2,
  "e_above_lowest_kj_mol": 6.8,
  "gap_ev": 4.4
}

(3)
{
  "formula": "C34H28NO",
  "method": "the ωB97M-V functional and the def2-TZVPD basis",
  "symbols": ["C", "C", "C", "C", "C", "C", "C", "C", "C", "C", "C", "C", "N", "C", "C", "H", "H", "H", "H", "H", "H", "H", "H", "H", "H", "H", "C", "C", "C", "C", "C", "C", "C", "C", "C", "C", "O", "C", "C", "C", "C", "C", "C", "C", "C", "C", "C", "H", "H", "H", "H", "H", "H", "H", "H", "H", "H", "H", "H", "H", "H", "H", "H", "H"],
  "xyz": [[4.32, -4.62, 1.21], [3.32, -3.62, 0.99], [1.97, -3.98, 1.03], [1.65, -5.37, 1.13], [2.62, -6.36, 1.33], [3.96, -5.96, 1.42], [0.23, -5.48, 1.18], [-0.31, -4.17, 1.14], [-1.70, -4.02, 1.12], [-2.51, -5.17, 1.27], [-1.97, -6.45, 1.41], [-0.59, -6.60, 1.37], [0.74, -3.23, 1.04], [0.64, -1.86, 1.21], [-0.54, -1.06, 1.21], [5.39, -4.32, 1.21], [3.59, -2.59, 0.79], [2.33, -7.40, 1.47], [4.74, -6.69, 1.65], [-2.21, -3.06, 0.96], [-3.58, -5.02, 1.28], [-2.63, -7.30, 1.56], [-0.11, -7.56, 1.52], [1.63, -1.39, 1.35], [-0.42, -0.07, 1.69], [-1.44, -1.59, 1.60], [-5.92, 3.89, 1.96], [-4.71, 3.03, 1.62], [-4.69, 1.62, 1.87], [-3.61, 0.83, 1.46], [-2.53, 1.42, 0.75], [-1.59, 0.53, 0.07], [-0.65, 1.16, -0.84], [-1.03, 2.17, -1.77], [-0.14, 2.65, -2.72], [1.19, 2.20, -2.67], [2.09, 2.63, -3.64], [2.80, 3.80, -3.35], [4.19, 3.72, -3.25], [4.90, 4.86, -2.88], [4.25, 6.09, -2.76], [2.85, 6.15, -2.87], [2.12, 4.99, -3.13], [1.64, 1.28, -1.70], [0.71, 0.77, -0.80], [-2.45, 2.84, 0.72], [-3.53, 3.62, 1.13], [-6.02, 4.74, 1.26], [-6.84, 3.29, 1.87], [-5.96, 4.35, 2.97], [-5.53, 1.18, 2.41], [-3.63, -0.26, 1.64], [-2.07, -0.42, -0.33], [-2.03, 2.59, -1.76], [-0.45, 3.39, -3.47], [4.69, 2.76, -3.41], [5.98, 4.80, -2.72], [4.82, 7.01, -2.56], [2.33, 7.09, -2.76], [1.03, 5.00, -3.18], [2.70, 0.98, -1.66], [1.01, 0.06, -0.03], [-1.59, 3.38, 0.31], [-3.46, 4.73, 1.11]],
  "homo_energy_ha": -0.400,
  "total_charge": 1,
  "e_above_lowest_kj_mol": 185.1,
  "gap_ev": 5.9
}

(4)
{
  "formula": "C34H29AlClN3O5Te5",
  "method": "the ωB97M-V functional and the def2-TZVPD basis",
  "symbols": ["Al", "O", "C", "O", "C", "C", "Cl", "N", "N", "C", "C", "O", "O", "C", "C", "C", "C", "C", "C", "H", "H", "H", "H", "H", "H", "Te", "Te", "Te", "Te", "C", "C", "C", "C", "C", "C", "Te", "N", "C", "O", "C", "C", "C", "C", "C", "C", "C", "C", "C", "C", "C", "C", "C", "C", "C", "C", "H", "H", "H", "H", "H", "H", "H", "H", "H", "H", "H", "H", "H", "H", "H", "H", "H", "H", "H", "H", "H", "H", "H"],
  "xyz": [[-0.47, -0.08, 0.28], [3.16, -6.10, 1.81], [2.90, -5.84, 0.51], [3.16, -6.65, -0.34], [2.35, -4.47, 0.24], [1.15, -4.29, -0.31], [0.18, -5.67, -0.74], [0.44, -3.11, -0.51], [0.72, -1.92, 0.15], [1.79, -1.70, 0.80], [1.98, -0.31, 1.36], [3.01, -0.09, 1.97], [1.04, 0.52, 1.04], [-0.31, -2.95, -1.73], [-1.65, -2.62, -1.70], [-2.33, -2.45, -2.89], [-1.68, -2.64, -4.10], [-0.34, -2.99, -4.13], [0.35, -3.14, -2.94], [2.77, -5.41, 2.36], [-2.15, -2.48, -0.74], [-3.38, -2.16, -2.87], [-2.22, -2.50, -5.03], [0.17, -3.13, -5.07], [1.41, -3.40, -2.94], [-2.28, -0.59, 2.13], [-1.58, -2.54, 3.93], [0.11, -4.40, 3.32], [3.49, -2.87, 1.02], [-6.30, 6.77, 3.66], [-5.51, 5.67, 3.00], [-6.09, 4.44, 2.73], [-5.38, 3.42, 2.10], [-6.07, 2.11, 1.83], [-4.05, 3.65, 1.72], [-2.95, 2.19, 0.60], [-1.11, 0.43, -1.21], [-0.99, 1.32, -2.19], [-1.67, 2.34, -2.36], [0.05, 1.04, -3.29], [-0.04, 1.72, -4.50], [0.88, 1.50, -5.51], [1.92, 0.61, -5.33], [2.03, -0.07, -4.12], [1.10, 0.14, -3.12], [-4.31, 2.27, -1.02], [-4.58, 3.53, -1.55], [-5.45, 3.67, -2.61], [-6.06, 2.55, -3.16], [-5.79, 1.30, -2.63], [-4.92, 1.13, -1.56], [-4.65, -0.24, -1.00], [-3.44, 4.87, 2.02], [-2.00, 5.16, 1.66], [-4.18, 5.86, 2.65], [-7.24, 6.40, 4.07], [-6.53, 7.56, 2.95], [-5.73, 7.23, 4.48], [-7.12, 4.26, 3.02], [-7.02, 2.06, 2.36], [-5.45, 1.27, 2.16], [-6.26, 1.98, 0.77], [-0.85, 2.43, -4.61], [0.78, 2.04, -6.45], [2.65, 0.44, -6.12], [2.85, -0.77, -3.97], [1.17, -0.40, -2.19], [-4.08, 4.40, -1.14], [-5.64, 4.66, -3.02], [-6.74, 2.65, -4.00], [-6.26, 0.42, -3.06], [-5.24, -0.99, -1.53], [-4.90, -0.29, 0.06], [-3.59, -0.48, -1.10], [-1.87, 5.21, 0.58], [-1.33, 4.39, 2.02], [-1.69, 6.11, 2.09], [-3.71, 6.81, 2.87]],
  "spin_multiplicity": 2,
  "homo_energy_ha": [-0.181, -0.179],
  "s_squared": 0.7580,
  "total_charge": -1,
  "e_above_lowest_kj_mol": 0.0,
  "gap_ev": [6.4, 5.2]
}

(5)
{
  "formula": "C34H29BrCsNO3P2S2",
  "method": "the ωB97M-V functional and the def2-TZVPD basis",
  "symbols": ["Cs", "S", "P", "C", "P", "S", "C", "C", "C", "C", "C", "C", "C", "C", "C", "C", "C", "C", "C", "C", "C", "C", "C", "C", "C", "C", "C", "C", "C", "C", "H", "H", "H", "H", "H", "H", "H", "H", "H", "H", "H", "H", "H", "H", "H", "H", "H", "H", "H", "H", "Br", "C", "C", "N", "C", "C", "C", "C", "O", "O", "H", "H", "H", "C", "C", "C", "O", "H", "H", "H", "H", "H", "H"],
  "xyz": [[-1.28, -1.03, -1.40], [-1.43, -0.15, 1.87], [0.28, 0.66, 1.35], [0.82, 0.14, -0.17], [2.22, 0.82, -0.83], [2.72, 0.01, -2.55], [3.67, 0.72, 0.28], [4.23, -0.55, 0.38], [5.23, -0.81, 1.30], [5.67, 0.20, 2.14], [5.10, 1.46, 2.06], [4.11, 1.72, 1.14], [2.16, 2.61, -1.25], [3.28, 3.42, -1.40], [3.13, 4.72, -1.83], [1.88, 5.22, -2.15], [0.77, 4.40, -2.04], [0.92, 3.10, -1.60], [0.11, 2.47, 1.57], [1.12, 3.33, 1.99], [0.95, 4.69, 1.94], [-0.23, 5.24, 1.45], [-1.24, 4.40, 1.02], [-1.07, 3.03, 1.07], [1.36, 0.18, 2.75], [1.94, -1.07, 2.57], [2.70, -1.65, 3.56], [2.91, -0.97, 4.75], [2.31, 0.26, 4.95], [1.53, 0.83, 3.97], [3.86, -1.32, -0.29], [5.67, -1.80, 1.36], [6.45, 0.00, 2.87], [5.44, 2.25, 2.73], [3.68, 2.71, 1.08], [4.27, 3.02, -1.18], [4.01, 5.36, -1.92], [1.77, 6.24, -2.48], [-0.21, 4.78, -2.30], [0.06, 2.45, -1.49], [2.05, 2.91, 2.37], [1.75, 5.35, 2.28], [-0.35, 6.31, 1.42], [-2.16, 4.81, 0.64], [-1.86, 2.36, 0.74], [1.78, -1.57, 1.62], [3.15, -2.63, 3.40], [3.52, -1.41, 5.53], [2.46, 0.79, 5.89], [1.04, 1.78, 4.14], [-8.71, -4.17, -4.53], [-7.66, -3.08, -3.36], [-8.30, -2.39, -2.35], [-7.63, -1.64, -1.48], [-6.31, -1.57, -1.60], [-5.60, -2.21, -2.62], [-6.30, -2.99, -3.53], [-4.07, -2.08, -2.68], [-3.54, -2.31, -3.77], [-3.54, -1.79, -1.60], [-9.37, -2.42, -2.22], [-5.78, -0.99, -0.87], [-5.76, -3.49, -4.32], [-1.36, -7.01, -1.75], [-1.50, -5.49, -1.71], [-2.85, -4.94, -2.00], [-0.53, -4.81, -1.47], [-2.28, -7.51, -2.04], [-1.05, -7.36, -0.77], [-0.57, -7.27, -2.45], [-3.62, -5.70, -2.07], [-2.81, -4.37, -2.93], [-3.12, -4.21, -1.23]],
  "homo_energy_ha": -0.046,
  "total_charge": -2,
  "e_above_lowest_kj_mol": 172.2,
  "gap_ev": 4.6
}

(6)
{
  "formula": "C34H29IrNP2S5",
  "method": "the ωB97M-V functional and the def2-TZVPD basis",
  "symbols": ["Ir", "C", "P", "C", "C", "C", "C", "C", "C", "C", "C", "C", "C", "C", "C", "C", "C", "C", "C", "C", "P", "C", "C", "C", "C", "C", "C", "C", "C", "C", "C", "C", "C", "N", "H", "H", "H", "H", "H", "H", "H", "H", "H", "H", "H", "H", "H", "H", "H", "H", "H", "H", "H", "H", "H", "H", "H", "H", "H", "H", "C", "S", "C", "C", "S", "S", "C", "S", "S", "H", "H", "H"],
  "xyz": [[0.60, -0.36, -0.57], [-2.46, -1.49, -1.08], [-1.71, -0.01, -0.26], [-2.30, 1.45, -1.17], [-2.02, 1.54, -2.53], [-2.32, 2.70, -3.22], [-2.89, 3.78, -2.55], [-3.19, 3.67, -1.21], [-2.89, 2.52, -0.51], [-2.47, 0.13, 1.38], [-3.67, -0.47, 1.73], [-4.19, -0.26, 3.00], [-3.53, 0.56, 3.90], [-2.34, 1.17, 3.54], [-1.80, 0.94, 2.29], [-1.51, -1.95, -2.12], [-1.68, -2.73, -3.27], [-0.42, -2.87, -3.85], [0.48, -2.17, -3.03], [1.94, -1.91, -3.12], [2.22, -0.22, -2.36], [1.28, 1.38, 0.26], [1.02, 2.61, -0.34], [1.24, 3.79, 0.34], [1.74, 3.76, 1.64], [2.05, 2.54, 2.23], [1.83, 1.36, 1.54], [3.96, -0.16, -1.98], [4.92, -1.01, -2.54], [6.26, -0.80, -2.29], [6.67, 0.25, -1.48], [5.73, 1.11, -0.93], [4.39, 0.92, -1.19], [-0.20, -1.63, -1.99], [-2.53, -2.27, -0.30], [-3.46, -1.29, -1.47], [-1.57, 0.71, -3.05], [-2.11, 2.77, -4.28], [-3.09, 4.69, -3.08], [-3.66, 4.50, -0.69], [-3.12, 2.45, 0.55], [-4.20, -1.10, 1.03], [-5.12, -0.74, 3.28], [-3.95, 0.72, 4.88], [-1.84, 1.83, 4.23], [-0.86, 1.40, 2.00], [-2.60, -3.14, -3.62], [-0.17, -3.42, -4.73], [2.48, -2.64, -2.50], [2.30, -1.97, -4.14], [0.66, 2.65, -1.36], [1.02, 4.74, -0.14], [1.91, 4.68, 2.18], [2.46, 2.51, 3.22], [2.09, 0.42, 2.03], [4.62, -1.82, -3.18], [6.99, -1.45, -2.73], [7.72, 0.40, -1.28], [6.04, 1.94, -0.32], [3.65, 1.60, -0.78], [-1.69, -4.96, 1.94], [-2.29, -3.23, 2.03], [-1.01, -2.47, 2.96], [0.22, -2.11, 2.51], [0.87, -2.40, 0.96], [1.26, -1.37, 3.74], [0.08, -1.29, 5.01], [0.37, -0.57, 6.45], [-1.44, -2.04, 4.60], [-2.59, -5.58, 1.97], [-1.07, -5.17, 2.80], [-1.15, -5.10, 1.01]],
  "spin_multiplicity": 5,
  "homo_energy_ha": [-0.361, -0.360],
  "s_squared": 6.0635,
  "total_charge": 1,
  "gap_ev": [6.3, 3.4]
}

| no. | molecular weight (g mol⁻¹) |
| --- | --- |
| 1 | 747.6 |
| 2 | 977.3 |
| 3 | 466.6 |
| 4 | 1260.1 |
| 5 | 838.5 |
| 6 | 866.1 |